Below is a structure of composition C2HN3 at a distorted geometry, with properties calculated with wB97M-V/def2-TZVPD.

For the energy above the lowest of the compared OMol25 structures with the same formula, charge and spin, the calculation gives 128.04 kcal/mol. As for the highest occupied orbital energy: -9.18 eV. As for the electronic energy: -6553.1412 eV. As for the maximum force: 5.16 eV/A. Its orbital gap is 7.5 eV.

Geometry as ORCA input:
```
! RIJCOSX wB97M-V def2-TZVPD def2/J DEFGRID3
* xyz 0 1
C 1.109 -0.243 0.030
C -0.305 1.111 0.012
N 2.282 -0.112 0.073
N -0.037 -0.840 0.020
N -1.009 0.078 0.075
H -2.039 0.007 -0.210
*
```